No. 1
The following is a DFT calculation (wB97M-V/def2-TZVPD) of a cluster of 8 separate species, C4H22NO10 in total at a distorted geometry.

- HOMO level (spin up / spin down): -10.8 / -10.0 eV
- Gap between HOMO and LUMO (spin up / spin down): 0.378 / 0.141 hartree
- Multiplicity: 2
- LUMO (spin up / spin down): -0.5 / -6.2 eV
- Energy above the lowest of the compared OMol25 structures with the same formula, charge and spin: 46.5 kcal/mol
- DFT total energy: -26465.815 eV

Geometry (Å):
H -0.55 -0.71 4.24
H 2.14 -0.53 -1.50
O 1.16 -2.18 0.67
H -0.92 0.04 2.89
H 0.15 -0.29 -1.24
O 1.91 -1.46 -1.62
H -2.04 0.88 0.16
H 1.10 2.04 -2.37
O -1.27 -2.70 -0.78
H -0.12 -2.35 -3.47
H 0.81 -1.37 1.15
O -1.01 -2.74 -3.53
H 1.79 -2.62 1.26
C -1.55 1.07 -0.82
H 1.87 1.10 -0.26
H 0.29 1.04 -3.29
H -1.61 2.19 -0.92
O -0.37 1.65 2.10
N 0.18 1.54 -2.42
H -2.63 2.15 2.03
O 3.77 0.51 2.76
O -2.36 0.22 -1.56
C 0.51 1.07 1.44
H 3.41 0.93 1.97
C 0.84 1.43 0.01
H -1.11 -2.77 -2.56
H -2.51 3.00 0.74
H 1.84 -1.91 -0.71
H 3.06 -0.10 3.01
O -1.13 -0.70 3.48
O -3.10 2.75 1.45
H 0.96 2.50 -0.19
H -0.57 -2.45 -0.15
C -0.08 0.89 -1.12
H -2.02 -2.34 -0.28
H -2.13 0.06 -2.48
O 1.29 0.18 1.91



No. 2
The following is a DFT calculation (wB97M-V/def2-TZVPD) of an isolated molecule of C5H7NO at a distorted geometry.

- HOMO level: -8.4 eV
- Gap between HOMO and LUMO: 0.332 hartree
- Multiplicity: 1
- LUMO: 0.6 eV
- Energy above the lowest of the compared OMol25 structures with the same formula, charge and spin: 48.6 kcal/mol
- SMILES string: NC1=CC(=O)CC1
- DFT total energy: -8834.093 eV

Geometry (Å):
C 0.42 0.25 1.04
H 0.04 -2.14 -0.67
C 1.09 -0.54 -0.10
C -1.08 -0.08 -0.80
C 0.19 -0.97 -1.05
H -1.54 2.01 1.79
C -0.71 0.71 0.33
O 2.21 -1.03 -0.17
H -1.44 0.50 -1.67
H 0.66 0.67 2.09
H -2.48 1.70 0.30
H 0.47 -1.17 -2.20
N -1.57 1.58 0.82
H -1.92 -0.63 -0.50



No. 3
The following is a DFT calculation (wB97M-V/def2-TZVPD) of a cluster of 2 separate species, C5H7NO in total at a distorted geometry.

- HOMO level: -10.5 eV
- Gap between HOMO and LUMO: 0.415 hartree
- Multiplicity: 1
- LUMO: 0.8 eV
- Energy above the lowest of the compared OMol25 structures with the same formula, charge and spin: 86.1 kcal/mol
- SMILES string: N#CO[C@@H]1C=CC1.[H][H]
- DFT total energy: -8832.471 eV

Geometry (Å):
C 0.61 0.80 -0.79
C -0.51 -0.92 -0.91
C -0.80 0.37 -1.08
C 0.07 1.49 1.35
C 0.93 -0.69 -0.52
H 1.17 1.27 -1.60
N -0.59 1.31 2.29
H -1.08 -1.83 -1.09
H 1.68 -1.14 -1.19
H -1.68 0.92 -1.39
H -0.90 -1.12 2.39
H 1.20 -0.90 0.52
O 0.82 1.72 0.32
H -0.92 -1.80 2.09



No. 4
The following is a DFT calculation (wB97M-V/def2-TZVPD) of a structure of composition C30H49NbO19 at a distorted geometry.

- HOMO level: -0.1 eV
- Total charge: -2
- Gap between HOMO and LUMO: 0.120 hartree
- Multiplicity: 1
- LUMO: 3.2 eV
- DFT total energy: -72352.921 eV

Geometry (Å):
C -6.91 -1.27 3.81
H -2.36 -2.69 2.35
H 5.24 0.08 -0.28
O -1.82 2.06 -6.14
C -10.58 -3.27 6.87
C -5.24 -0.25 0.92
C -6.39 1.76 0.76
H 0.62 -3.07 4.34
Nb 2.33 -2.93 3.66
H -0.52 7.50 2.01
O 1.83 5.33 0.10
C 1.66 -1.25 -1.19
C 2.14 -1.26 0.12
O -9.53 -3.69 6.00
O -4.24 0.26 0.49
H 2.15 -0.74 -3.25
C 2.40 0.55 3.79
C 3.41 -0.77 0.49
H 1.70 7.40 3.17
C 0.57 1.67 -8.09
H -2.85 -0.99 2.35
H 4.42 0.09 -2.64
H -2.96 1.59 -3.91
H 7.85 0.58 -5.25
C 1.22 -1.84 1.20
H 0.75 1.94 -9.13
H 2.20 2.82 -0.19
H -3.73 -2.14 3.34
H 0.42 2.97 -0.35
H 1.13 1.73 0.70
O 9.48 -0.06 -4.14
H -5.98 1.93 -0.24
H 0.31 2.57 -7.54
C -7.73 -2.42 3.28
C 9.13 -2.65 -1.82
C -1.34 0.99 -5.83
C 8.11 -3.61 -2.40
O 7.77 -0.56 -2.74
H 2.51 7.19 1.62
H -7.11 -3.06 2.65
H 8.70 -2.07 -1.00
C 0.41 7.72 1.48
H 7.23 -3.08 -2.77
H 9.31 1.58 -5.33
C 8.86 -0.78 -3.18
O -9.83 -1.77 4.84
C -3.22 -2.02 2.38
H 7.78 -4.32 -1.64
H -8.56 -2.08 2.67
C 4.55 -2.83 3.06
O 4.98 -3.84 2.42
H -10.81 -4.12 7.51
C 2.35 -0.66 3.76
H -6.49 -0.71 3.00
O 0.20 -1.27 1.51
H 8.54 -4.16 -3.24
H 3.74 -0.77 1.53
O -0.68 0.16 -6.65
O 1.20 3.63 1.45
C -9.24 -2.81 5.03
H -7.51 -0.59 4.41
H 0.66 -1.62 -1.42
H -1.47 1.00 -8.38
H 1.50 1.29 -7.67
C -0.52 0.63 -7.99
H -3.68 -2.16 0.27
H -6.10 -1.63 4.44
O 1.33 5.61 2.29
O 5.29 -1.86 3.35
C 1.49 4.89 1.17
H -10.25 -2.44 7.48
O -1.37 0.44 -4.62
C 1.57 7.01 2.15
H -11.47 -3.00 6.31
O 1.63 -3.00 1.69
C 4.25 -0.27 -0.52
O 9.67 -1.77 -2.83
H -5.81 2.29 1.50
C 2.49 -0.75 -2.22
H -1.33 2.11 -3.40
H 0.28 7.37 0.46
H 9.97 -3.21 -1.42
H 2.64 1.59 3.66
O -8.20 -3.27 4.35
H 2.53 -4.76 3.66
H -7.42 2.11 0.79
H -4.48 -3.35 1.28
C -4.16 -2.31 1.23
O -6.42 0.37 1.07
H -0.25 -0.25 -8.58
C 3.76 -0.29 -1.86
H -2.06 0.65 -2.72
C 1.25 2.75 0.33
C -1.97 1.26 -3.61
H 8.30 1.63 -3.88
O -5.37 -1.52 1.31
H 2.89 -3.00 5.38
H 0.57 8.79 1.47
C 8.68 0.99 -4.67



No. 5
The following is a DFT calculation (wB97M-V/def2-TZVPD) of a cluster of 2 separate species, C7H14O in total at a distorted geometry.

- HOMO level (spin up / spin down): -14.6 / -14.9 eV
- Total charge: +1
- Gap between HOMO and LUMO (spin up / spin down): 0.381 / 0.258 hartree
- Multiplicity: 2
- LUMO (spin up / spin down): -4.3 / -7.9 eV
- Energy above the lowest of the compared OMol25 structures with the same formula, charge and spin: 51.8 kcal/mol
- DFT total energy: -9522.209 eV

Geometry (Å):
C -0.78 -0.60 0.79
H -1.88 -0.89 0.99
H 0.31 3.41 1.38
H 0.06 -1.00 -2.87
H 1.47 -0.21 -3.00
H 1.60 0.25 -0.23
H 1.57 -1.67 -1.98
H -2.62 0.69 -0.89
H 0.06 2.27 2.30
C -0.64 -0.10 -0.45
H 1.14 -1.97 3.47
C 0.43 -0.88 1.64
H 0.68 1.32 -1.31
H -0.80 -1.76 3.11
C 0.23 -1.50 2.79
H -1.30 1.38 -1.97
C -1.65 0.45 -1.42
H -1.91 -0.15 -2.22
H 1.47 -1.03 1.38
O 0.78 2.63 1.83
C 1.00 -0.81 -2.26
C 0.79 0.16 -1.08



No. 6
The following is a DFT calculation (wB97M-V/def2-TZVPD) of a structure of composition C4H13N2O at a distorted geometry.

- HOMO level: -14.2 eV
- Total charge: +1
- Gap between HOMO and LUMO: 0.419 hartree
- Multiplicity: 1
- LUMO: -2.8 eV
- Energy above the lowest of the compared OMol25 structures with the same formula, charge and spin: 42.5 kcal/mol
- DFT total energy: -9379.742 eV

Geometry (Å):
H -1.08 0.43 2.91
H 0.97 0.02 -2.58
H 0.77 2.14 1.86
N -0.84 -0.94 0.13
H -0.41 1.62 -0.27
H -0.69 -0.61 -2.40
O 0.67 -2.06 -2.12
H -1.59 1.49 1.74
H 1.29 -0.89 -0.14
C 0.45 0.99 0.05
C 0.36 -0.44 -0.50
N -0.93 0.75 1.96
C 0.45 1.16 1.53
H 1.45 -2.16 -2.68
H 1.32 1.50 -0.38
C 0.34 -0.67 -2.02
H 1.21 0.63 2.10
H -1.67 -0.72 -0.44
H -1.09 -0.30 1.09
H -0.95 -1.96 0.17



No. 7
The following is a DFT calculation (wB97M-V/def2-TZVPD) of an isolated molecule of C4H13NO3SSi at a distorted geometry.

- HOMO level: -10.0 eV
- Gap between HOMO and LUMO: 0.384 hartree
- Multiplicity: 1
- LUMO: 0.4 eV
- SMILES string: CN[Si](C)(C)OS(C)(=O)=O
- DFT total energy: -30704.453 eV

Geometry (Å):
H -1.23 -0.99 1.93
O 1.45 1.76 2.64
H -1.66 -0.97 -2.81
C 1.78 -1.26 -1.13
C -1.68 -1.76 1.34
C 0.20 2.99 0.77
Si -0.05 -1.01 -0.76
H 2.00 -2.32 -1.39
O 0.40 0.34 0.76
H 0.02 3.59 1.67
H -0.76 2.55 0.30
H -2.02 0.25 -1.66
S 1.29 1.61 1.22
O 2.55 1.66 0.51
H 0.65 3.56 0.02
H -2.09 -2.65 1.81
H -2.44 -1.32 0.66
H 2.23 -0.93 -0.12
H 2.02 -0.53 -1.85
H -0.05 -2.69 0.72
H -0.71 0.52 -2.82
C -1.15 -0.23 -2.08
N -0.74 -2.18 0.30



No. 8
The following is a DFT calculation (wB97M-V/def2-TZVPD) of a cluster of 2 separate species, CHN3O in total at a distorted geometry.

- HOMO level: -12.2 eV
- Gap between HOMO and LUMO: 0.473 hartree
- Multiplicity: 1
- LUMO: 0.6 eV
- Energy above the lowest of the compared OMol25 structures with the same formula, charge and spin: 87.1 kcal/mol
- SMILES string: N#[N+][O-].C#N
- DFT total energy: -7567.996 eV

Geometry (Å):
O 1.39 -0.13 1.07
C -1.67 0.87 -0.30
N 1.75 -0.90 0.27
H -1.06 0.69 -1.18
N 1.95 -1.83 -0.33
N -2.36 1.30 0.47



No. 9
The following is a DFT calculation (wB97M-V/def2-TZVPD) of a cluster of 2 separate species, C11H18SSi in total at a distorted geometry.

- HOMO level (spin up / spin down): -9.0 / -7.3 eV
- Gap between HOMO and LUMO (spin up / spin down): 0.299 / 0.210 hartree
- Multiplicity: 1
- LUMO (spin up / spin down): -0.8 / -1.6 eV
- Energy above the lowest of the compared OMol25 structures with the same formula, charge and spin: 69.4 kcal/mol
- DFT total energy: -30408.886 eV

Geometry (Å):
H -0.40 3.76 1.45
C 1.43 -0.98 1.88
C -1.22 -0.65 -0.84
C -3.86 -0.87 0.10
H 2.41 -0.65 2.37
H 1.98 -2.78 -0.89
C 2.76 -2.04 -0.65
C -2.32 -0.10 -1.59
H -3.08 -1.98 1.65
H 2.79 1.69 0.52
C 0.11 -0.34 -1.05
H 3.64 0.82 -0.65
H -4.85 -1.11 0.32
H 3.39 -2.62 -0.07
H 0.40 4.67 0.26
Si 1.68 -0.60 -0.03
H 1.26 -2.03 2.10
H -2.09 0.44 -2.48
S -0.97 2.71 -0.66
H 0.97 3.00 0.58
H 3.40 -1.87 -1.49
H 2.18 1.61 -0.97
C -2.85 -1.43 0.82
H -0.70 -1.64 0.93
H 0.63 -0.43 2.36
C -1.57 -1.28 0.40
C 2.61 1.01 -0.21
H -4.42 0.21 -1.56
C -3.59 -0.30 -1.13
C 0.03 3.64 0.51
H 0.24 0.15 -1.97



No. 10
The following is a DFT calculation (wB97M-V/def2-TZVPD) of a structure of composition CH6FN4OP3 at a distorted geometry.

- HOMO level: -8.8 eV
- Gap between HOMO and LUMO: 0.300 hartree
- Multiplicity: 1
- LUMO: -0.7 eV
- Energy above the lowest of the compared OMol25 structures with the same formula, charge and spin: 37.1 kcal/mol
- DFT total energy: -39725.706 eV

Geometry (Å):
C 1.33 -1.95 -1.26
N 1.73 0.44 1.17
N -0.33 2.30 0.42
H 1.18 -2.50 -0.25
P -0.80 -0.41 -0.86
H -0.25 3.07 1.03
O 0.27 -1.13 -1.72
F -2.11 -1.16 -1.54
H 2.27 -1.43 -1.09
P 0.30 0.80 1.12
P -0.80 2.45 -1.20
N -0.86 0.47 2.22
H -1.83 0.80 2.47
N -1.01 1.02 -1.72
H 1.56 -2.81 -1.89
H -0.65 0.03 3.09



No. 11
The following is a DFT calculation (wB97M-V/def2-TZVPD) of a structure of composition C22H18F9MoO2 at a distorted geometry.

- HOMO level (spin up / spin down): -9.9 / -11.8 eV
- Total charge: +1
- Gap between HOMO and LUMO (spin up / spin down): 0.186 / 0.254 hartree
- Multiplicity: 3
- LUMO (spin up / spin down): -4.9 / -4.9 eV
- Energy above the lowest of the compared OMol25 structures with the same formula, charge and spin: 0.0 kcal/mol
- DFT total energy: -53505.332 eV

Geometry (Å):
H 0.85 1.73 -8.14
O -0.69 0.13 -1.82
F 0.33 -2.03 4.49
H -2.24 1.27 1.92
F -2.02 1.50 4.59
C -0.37 -1.11 -3.85
C 0.08 1.80 -6.11
F -0.25 -1.31 6.48
C -1.04 -2.52 0.11
C 1.23 -2.01 0.07
H -0.04 -2.14 -3.76
C -0.66 -2.07 1.42
C 0.08 0.34 4.67
F -1.69 -1.25 4.82
F 1.63 0.82 6.46
H -2.02 -2.92 -0.17
C 0.12 -0.32 -4.88
C -0.17 1.09 -4.95
O 0.05 0.16 3.26
C 0.52 1.92 0.08
C -1.25 1.34 1.47
H -0.62 1.56 -4.07
H 0.13 2.23 2.83
H 1.07 2.33 -0.76
H -1.63 2.44 -0.44
H -1.31 -2.04 2.28
Mo -0.35 -0.24 0.04
C 1.04 1.21 1.20
H -1.86 -1.49 -2.40
C -0.86 1.42 5.28
C 0.02 1.27 2.29
H -0.19 2.85 -6.17
F -0.29 2.66 5.26
C -1.34 -0.62 -2.84
F -1.14 1.12 6.58
C -0.38 -1.08 5.15
C -0.93 1.98 0.25
C 1.56 0.60 5.13
H 1.35 -1.50 2.25
C 0.87 -0.89 -5.96
F 2.07 1.71 4.51
C 0.13 -2.47 -0.73
C 1.11 -0.17 -7.12
F 2.37 -0.44 4.82
H 2.09 1.02 1.38
H 2.27 -1.92 -0.24
H 0.21 -2.86 -1.74
C 0.73 -1.75 1.40
H 1.62 -0.64 -7.96
H 1.20 -1.93 -5.86
C 0.69 1.17 -7.22
H -2.05 0.08 -3.32



No. 12
The following is a DFT calculation (wB97M-V/def2-TZVPD) of an isolated molecule of C2H6O2 at a distorted geometry.

- HOMO level: -10.1 eV
- Gap between HOMO and LUMO: 0.393 hartree
- Multiplicity: 1
- LUMO: 0.6 eV
- Energy above the lowest of the compared OMol25 structures with the same formula, charge and spin: 90.3 kcal/mol
- SMILES string: COCO
- DFT total energy: -6262.338 eV

Geometry (Å):
C -0.66 -0.50 0.32
H 1.56 0.32 1.13
H -0.46 -0.20 1.55
O -1.54 0.44 -0.23
H -1.07 1.34 0.36
H 2.21 0.24 -0.51
C 1.55 0.34 0.09
O 0.58 -0.53 -0.36
H 1.18 1.39 -0.24
H -0.98 -1.39 -0.01